Computed, not measured: one molecule with the formula C5H6O, with wB97M-V/def2-TZVPD.

XYZ file:
```
12
Properties=species:S:1:pos:R:3:mulliken_charge:R:1
O 0.85 -1.39 -2.13 -0.473
C 0.68 -1.70 -0.97 0.007
C 0.09 -0.79 0.07 -0.610
C -0.28 0.60 -0.46 -0.543
C -0.48 1.51 0.67 -0.447
C -0.58 2.18 1.67 0.092
H 0.99 -2.70 -0.60 0.340
H 0.82 -0.70 0.89 0.344
H -0.78 -1.29 0.51 0.308
H 0.53 0.97 -1.11 0.306
H -1.17 0.54 -1.09 0.278
H -0.66 2.77 2.55 0.399
```

## Properties
Structure (SMILES) ... C#CCCC=O
HOMO energy ... -0.36289 hartree
HOMO-LUMO gap ... 10.8 eV
Electronic energy ... -7327.48360 eV
Energy relative to the best compared isomer or geometry (same formula, charge and spin) ... 41.5 kcal per mole



Computed, not measured: C41H41IIrN3OSi as an isolated structure, with wB97M-V/def2-TZVPD.

XYZ file:
```
89
Properties=species:S:1:pos:R:3:mulliken_charge:R:1
Ir 1.13 -0.97 0.63 0.519
C 0.74 -4.32 0.07 -2.237
C 0.57 -3.20 1.07 1.211
C 1.67 -2.89 1.93 1.207
C 2.87 -3.80 1.90 -2.215
C 1.52 -1.85 2.87 1.869
C 2.57 -1.54 3.89 -2.405
C 0.28 -1.13 2.97 0.499
C 0.16 -0.05 4.02 -1.759
C -0.81 -1.50 2.17 0.929
C -2.16 -0.90 2.36 -2.176
C -0.66 -2.55 1.22 0.395
C -1.89 -3.03 0.49 -1.980
H 0.46 -5.27 0.55 0.473
H 1.77 -4.41 -0.26 0.455
H 0.10 -4.20 -0.80 0.536
H 3.45 -3.68 0.99 0.376
H 2.54 -4.84 1.95 0.426
H 3.53 -3.65 2.74 0.431
H 2.19 -1.84 4.88 0.463
H 2.78 -0.48 3.94 0.452
H 3.50 -2.06 3.73 0.327
H 0.57 0.90 3.66 0.218
H 0.71 -0.32 4.92 0.493
H -0.87 0.13 4.30 0.482
H -2.73 -1.57 3.01 0.542
H -2.69 -0.83 1.41 0.426
H -2.14 0.09 2.80 0.305
H -2.20 -2.34 -0.29 0.310
H -2.72 -3.08 1.20 0.509
H -1.76 -4.02 0.07 0.399
O -0.21 0.17 -0.23 1.823
Si -1.44 1.17 -0.71 -1.754
C -0.64 2.59 -1.64 0.833
C 0.41 2.35 -2.54 -0.446
C 1.00 3.38 -3.25 -0.773
C 0.55 4.69 -3.08 -0.665
C -0.49 4.94 -2.20 -0.815
C -1.07 3.90 -1.48 -0.336
C -2.70 0.41 -1.86 0.965
C -2.63 -0.89 -2.37 0.035
C -3.58 -1.41 -3.22 -0.795
C -4.66 -0.63 -3.60 -0.761
C -4.76 0.67 -3.13 -0.799
C -3.79 1.18 -2.28 -0.838
C -2.25 1.92 0.79 1.018
C -1.44 2.54 1.75 0.048
C -1.98 3.14 2.88 -0.854
C -3.36 3.13 3.08 -0.712
C -4.18 2.52 2.14 -0.804
C -3.63 1.93 1.01 -0.323
H 0.76 1.34 -2.70 0.310
H 1.80 3.18 -3.95 0.465
H 1.00 5.50 -3.64 0.433
H -0.85 5.96 -2.07 0.456
H -1.88 4.13 -0.79 0.455
H -1.77 -1.48 -2.12 -0.154
H -3.49 -2.42 -3.61 0.469
H -5.42 -1.03 -4.26 0.426
H -5.59 1.29 -3.43 0.464
H -3.87 2.21 -1.95 0.503
H -0.36 2.57 1.62 0.016
H -1.34 3.63 3.60 0.493
H -3.78 3.60 3.95 0.417
H -5.25 2.52 2.29 0.461
H -4.29 1.46 0.29 0.496
N 3.00 -2.80 -6.23 -0.364
C 2.74 -2.50 -5.15 -0.425
C 2.40 -2.13 -3.80 0.446
C 1.11 -2.31 -3.32 -1.005
C 0.84 -1.96 -2.02 0.934
N 1.77 -1.45 -1.20 0.688
C 3.01 -1.24 -1.67 0.089
C 3.36 -1.58 -2.96 -0.959
H 0.33 -2.72 -3.95 0.624
H -0.14 -2.06 -1.60 -0.152
H 3.73 -0.80 -1.01 0.085
H 4.37 -1.41 -3.31 0.561
I 4.86 -1.02 1.24 0.299
C 3.71 0.70 1.01 0.094
C 4.44 1.88 1.10 -0.668
C 3.82 3.10 0.86 -0.936
C 2.49 3.09 0.50 -0.468
C 1.82 1.89 0.44 0.711
N 2.39 0.69 0.69 0.594
H 5.49 1.84 1.34 0.539
H 4.38 4.02 0.93 0.488
H 1.95 4.00 0.27 0.627
H 0.80 1.85 0.16 -1.032
```

## Properties
HOMO energy ... -0.49156 hartree
HOMO-LUMO gap ... 6.9 eV
Total charge ... +2
Electronic energy ... -68505.10451 eV



Computed, not measured: a 7-piece molecular cluster, C9H31BrN11O6 overall, with wB97M-V/def2-TZVPD.

XYZ file:
```
58
Properties=species:S:1:pos:R:3:mulliken_charge:R:1
Br -1.11 -0.56 0.36 -0.994
C 4.09 3.70 -2.42 -1.397
C 3.61 5.05 -2.05 0.641
C 2.76 5.73 -3.20 -0.766
O 3.73 5.96 -4.20 -0.376
C 4.50 7.07 -3.96 -0.767
N 2.79 4.95 -0.84 -0.681
H 4.86 3.17 -1.87 0.373
H 4.57 3.70 -3.40 0.324
H 3.33 2.91 -2.45 0.361
H 4.48 5.62 -1.73 0.165
H 2.39 6.67 -2.78 0.400
H 1.96 5.09 -3.57 0.352
H 4.23 7.63 -3.06 0.370
H 4.41 7.71 -4.84 0.237
H 5.57 6.91 -3.95 0.264
H 2.33 4.05 -0.78 0.277
H 2.05 5.64 -0.87 0.223
C 4.98 -2.84 2.63 0.644
O 6.12 -3.19 2.95 -0.698
N 3.93 -3.08 3.34 -0.365
N 4.65 -2.35 1.50 -0.386
H 3.91 -3.68 4.15 0.217
H 3.08 -2.83 2.85 0.167
H 5.44 -2.14 0.91 0.220
H 3.72 -2.00 1.32 0.199
C -5.90 1.21 -4.49 0.637
O -6.59 1.33 -5.45 -0.626
N -6.05 1.68 -3.30 -0.344
N -4.75 0.53 -4.57 -0.405
H -5.22 1.53 -2.75 0.176
H -6.87 2.18 -3.00 0.202
H -4.46 0.11 -5.44 0.192
H -4.34 0.33 -3.66 0.168
C -0.94 -0.52 8.36 0.628
O -1.39 -0.81 9.41 -0.658
N -1.51 -0.87 7.24 -0.392
N 0.12 0.18 8.36 -0.390
H -2.33 -1.45 7.35 0.217
H -1.37 -0.49 6.31 0.193
H 0.55 0.33 9.26 0.217
H 0.40 0.69 7.54 0.185
C -6.45 -4.52 4.20 0.626
O -6.80 -3.46 4.65 -0.610
N -5.37 -4.66 3.41 -0.371
N -7.04 -5.69 4.16 -0.386
H -4.69 -3.92 3.33 0.207
H -5.24 -5.58 3.01 0.142
H -7.86 -5.74 4.75 0.213
H -6.85 -6.43 3.50 0.179
C 0.78 -4.77 -4.86 0.629
O 1.46 -5.50 -5.57 -0.659
N 1.15 -4.47 -3.61 -0.378
N -0.21 -3.97 -5.16 -0.399
H 0.61 -3.70 -3.24 0.153
H 2.04 -4.74 -3.23 0.214
H -0.69 -3.39 -4.48 0.209
H -0.57 -4.26 -6.05 0.228
```

## Properties
HOMO energy ... -0.16740 hartree
HOMO-LUMO gap ... 6.7 eV
Total charge ... -1
Electronic energy ... -108557.74368 eV
Energy relative to the best compared isomer or geometry (same formula, charge and spin) ... 136.3 kcal per mole



Computed, not measured: one molecule with the formula C6H7F, with wB97M-V/def2-TZVPD.

XYZ file:
```
14
Properties=species:S:1:pos:R:3:mulliken_charge:R:1
C 2.71 -0.84 -1.32 -0.993
C 2.00 0.53 -1.27 -0.432
C 0.83 0.52 -0.52 0.216
C -0.25 0.70 -0.06 0.316
C -1.49 1.01 0.70 -0.679
C -2.07 0.06 1.50 -0.128
H 2.15 -1.71 -1.77 0.287
H 3.24 -1.26 -0.38 0.285
H 3.49 -0.67 -2.05 0.333
H 2.61 1.41 -0.84 0.245
H 1.74 0.65 -2.41 0.200
H -2.07 1.93 0.76 0.320
H -2.69 0.25 2.41 0.299
F -2.10 -1.39 1.12 -0.270
```

## Properties
Structure (SMILES) ... CCC#C/C=C\F
HOMO energy ... -0.32685 hartree
HOMO-LUMO gap ... 9.4 eV
Electronic energy ... -9048.66843 eV
Energy relative to the best compared isomer or geometry (same formula, charge and spin) ... 73.5 kcal per mole



Computed, not measured: C32H49AsN3O4PSi3Ti as an isolated structure, with wB97M-V/def2-TZVPD.

XYZ file:
```
94
Properties=species:S:1:pos:R:3:mulliken_charge:R:1
Ti -0.74 -0.29 0.14 -0.333
N 1.42 -0.46 -0.82 -0.610
C 2.38 -0.03 0.20 0.680
C 1.85 -0.51 1.56 0.136
O 2.63 -0.90 2.42 -0.720
N 0.51 -0.50 1.63 0.922
C -0.03 -1.50 2.53 -0.630
C -0.83 -2.49 1.65 0.479
O -1.38 -3.47 2.12 -0.685
O -0.83 -2.18 0.39 -0.527
H 1.42 -1.48 -0.85 0.333
H 1.68 -0.13 -1.75 0.259
H 2.48 1.06 0.19 -1.104
H 3.38 -0.46 0.06 0.370
H -0.70 -1.08 3.30 -0.115
H 0.77 -2.05 3.05 0.716
O -0.55 -1.72 -2.18 -0.727
N -1.40 -0.69 -1.66 1.085
C -2.51 -0.61 -2.38 -1.257
C -3.61 0.26 -2.15 1.607
C -4.78 0.07 -2.91 -1.021
C -5.91 0.81 -2.69 -0.902
C -5.92 1.78 -1.69 -0.615
C -4.77 2.02 -0.96 -1.327
C -3.60 1.30 -1.19 0.398
P -2.06 1.86 -0.41 0.717
C -1.20 2.23 -1.97 1.363
C 0.19 2.16 -2.02 0.445
C 0.89 2.49 -3.17 -0.693
C 0.20 2.93 -4.29 -1.115
C -1.18 3.06 -4.24 -0.759
C -1.88 2.71 -3.10 -0.966
C -2.51 -0.15 1.27 1.451
C -3.49 -1.12 1.08 -0.475
C -4.33 -1.49 2.12 -0.839
C -4.22 -0.90 3.37 -0.986
C -3.28 0.10 3.56 -0.489
C -2.46 0.49 2.51 0.119
H -0.66 -2.47 -1.56 0.446
H -2.59 -1.30 -3.21 0.431
H -4.79 -0.70 -3.68 0.448
H -6.79 0.64 -3.28 0.410
H -6.81 2.36 -1.50 0.458
H -4.75 2.81 -0.22 0.404
H 0.72 1.85 -1.13 -0.716
H 1.97 2.41 -3.20 0.508
H 0.73 3.18 -5.20 0.401
H -1.71 3.44 -5.09 0.428
H -2.95 2.82 -3.07 0.421
H -3.60 -1.62 0.12 0.221
H -5.07 -2.26 1.95 0.418
H -4.85 -1.21 4.19 0.381
H -3.18 0.57 4.53 0.363
H -1.74 1.29 2.67 -0.415
C -0.38 6.51 1.79 -1.164
Si -0.50 5.03 0.57 0.531
C 0.44 5.51 -1.03 -1.036
C -2.36 5.09 0.10 -1.198
As 0.38 2.93 1.41 1.060
Si -0.03 3.29 3.75 0.274
C 0.92 4.65 4.72 -1.167
C -1.90 3.71 3.94 -1.276
C 0.37 1.69 4.72 -0.983
Si 2.70 3.58 1.46 0.780
C 3.50 3.34 -0.29 -0.962
C 3.12 5.41 1.85 -1.239
C 3.70 2.50 2.69 -1.114
H -0.63 7.44 1.29 0.442
H 0.62 6.63 2.20 0.305
H -1.07 6.40 2.62 0.288
H 0.32 6.57 -1.25 0.559
H 0.06 4.95 -1.88 0.204
H 1.50 5.30 -0.95 0.149
H -2.69 6.12 0.01 0.561
H -2.99 4.63 0.86 0.255
H -2.56 4.60 -0.84 0.258
H 0.71 5.65 4.34 0.323
H 1.99 4.50 4.70 0.291
H 0.62 4.64 5.77 0.418
H -2.42 3.58 2.99 0.151
H -2.04 4.73 4.26 0.388
H -2.40 3.07 4.67 0.554
H 1.39 1.38 4.55 0.236
H -0.27 0.86 4.43 0.074
H 0.25 1.84 5.79 0.493
H 4.12 4.20 -0.55 0.482
H 2.76 3.23 -1.07 -0.196
H 4.16 2.47 -0.31 0.459
H 2.73 6.08 1.09 0.307
H 4.20 5.55 1.88 0.393
H 2.73 5.73 2.81 0.306
H 3.38 1.46 2.69 0.251
H 3.58 2.88 3.70 0.311
H 4.76 2.52 2.44 0.441
```

## Properties
HOMO energy ... -0.26581 hartree
HOMO-LUMO gap ... 5.7 eV
Electronic energy ... -163517.64315 eV
Energy relative to the best compared isomer or geometry (same formula, charge and spin) ... 124.7 kcal per mole



Computed, not measured: C3H6N2S as an isolated structure, with wB97M-V/def2-TZVPD.

XYZ file:
```
12
Properties=species:S:1:pos:R:3:mulliken_charge:R:1
C -0.23 -0.01 -0.15 0.404
C 0.60 -0.26 1.03 -0.655
C 0.57 -0.49 -1.25 -0.079
H -2.08 1.20 -0.93 0.309
H -1.25 1.59 0.76 0.269
H -0.95 -0.93 0.13 0.136
H -0.05 -0.64 1.82 0.303
H 0.81 0.77 1.43 0.316
H 0.31 0.19 -2.13 0.278
N -1.00 1.32 -0.26 -0.729
N 1.54 -1.25 -1.11 -0.480
S 1.71 -1.48 0.66 -0.072
```

## Properties
HOMO energy ... -0.31333 hartree
HOMO-LUMO gap ... 9.0 eV
Electronic energy ... -17020.19948 eV
Energy relative to the best compared isomer or geometry (same formula, charge and spin) ... 88.6 kcal per mole



Among the records above, which one has the highest HOMO energy? C9H31BrN11O6



The highest HOMO energy belongs to which entry? C9H31BrN11O6